# 1
Density functional theory data (ωB97M-V/def2-TZVPD) for a cluster of 9 separate species, C33H92N8O9 in total.

ORCA input file:
```
! RIJCOSX wB97M-V def2-TZVPD def2/J DEFGRID3
* xyz 0 1
O 10.420 -11.553 18.155
O 8.581 -6.678 18.638
O 14.693 -7.336 11.526
O 6.576 -7.436 14.986
O 6.909 -12.591 8.295
O 12.864 -14.234 16.072
O 9.806 -8.006 12.643
O 8.628 -14.090 12.713
O 13.797 -3.822 9.456
N 17.045 -8.920 9.093
N 6.362 -14.113 14.566
N 10.854 -5.171 18.704
N 14.336 -16.529 15.469
N 15.598 -1.756 10.299
N 6.777 -4.595 12.672
N 7.979 -9.018 8.774
N 10.425 -11.550 13.355
C 17.354 -2.772 8.948
C 9.706 -4.676 17.961
C 9.342 -10.974 17.447
C 14.518 -8.212 12.599
C 7.573 -14.949 14.681
C 10.325 -9.134 13.293
C 12.886 -16.484 15.269
C 12.218 -17.145 16.468
C 12.345 -15.076 15.051
C 17.601 -7.424 10.943
C 7.062 -11.347 8.926
C 16.631 -8.490 10.439
C 15.857 -2.644 9.167
C 7.933 -7.238 19.759
C 7.390 -16.165 15.559
C 15.199 -4.002 9.398
C 8.424 -5.273 18.518
C 6.754 -7.012 12.101
C 9.429 -10.886 8.292
C 8.237 -10.572 13.291
C 7.424 -8.181 15.832
C 7.183 -6.283 14.460
C 6.463 -5.957 13.155
C 9.682 -10.419 12.820
C 12.243 -12.960 16.052
C 10.599 -6.863 12.829
C 6.468 -12.558 6.955
C 8.189 -15.284 13.333
C 13.050 -5.010 9.358
C 9.217 -14.322 11.464
C 9.831 -4.823 16.438
C 7.996 -10.377 8.218
C 15.231 -7.921 10.364
H 8.234 -9.102 9.759
H 7.482 -15.856 12.717
H 13.673 -8.914 12.568
H 6.086 -10.868 9.127
H 7.798 -10.253 7.151
H 10.795 -4.442 16.092
H 9.092 -4.226 15.890
H 8.230 -6.407 14.141
H 7.176 -5.488 15.211
H 6.045 -6.924 11.271
H 10.240 -12.474 18.354
H 12.171 -4.863 8.728
H 12.590 -12.368 15.198
H 9.612 -13.386 11.057
H 15.406 -4.716 8.584
H 13.633 -5.868 9.022
H 8.448 -8.187 15.429
H 11.585 -7.002 12.371
H 17.556 -6.536 10.307
H 8.318 -16.733 15.659
H 6.613 -16.845 15.204
H 11.701 -4.765 18.322
H 14.230 -7.610 13.470
H 9.636 -3.586 18.050
H 8.541 -14.684 10.683
H 10.945 -6.167 18.521
H 16.689 -9.344 11.117
H 9.697 -5.822 16.010
H 7.642 -9.673 13.147
H 7.416 -11.567 9.939
H 16.704 -8.273 8.392
H 15.270 -7.110 9.627
H 14.764 -15.685 15.095
H 10.096 -14.973 11.559
H 7.619 -7.707 16.803
H 17.519 -3.313 8.015
H 6.894 -6.911 19.819
H 8.492 -7.026 20.677
H 7.722 -6.924 11.599
H 12.653 -14.716 14.060
H 7.155 -15.838 16.572
H 7.992 -8.324 19.663
H 18.056 -8.919 9.078
H 9.611 -10.391 11.720
H 12.515 -18.203 16.534
H 5.692 -11.796 6.825
H 15.427 -8.725 12.923
H 9.821 -12.359 13.296
H 10.100 -10.343 7.621
H 10.106 -5.997 12.388
H 15.334 -2.309 8.266
H 7.759 -11.442 12.837
H 9.853 -10.809 9.297
H 10.737 -6.618 13.891
H 14.575 -16.450 16.451
H 12.557 -16.825 17.456
H 8.408 -11.543 17.418
H 11.154 -13.021 16.072
H 7.070 -9.197 15.979
H 7.646 -4.658 12.148
H 7.595 -5.084 17.826
H 5.631 -14.701 14.164
H 10.194 -9.030 14.381
H 9.527 -11.924 7.964
H 12.656 -17.093 14.389
H 6.572 -13.442 13.830
H 7.037 -8.637 8.803
H 6.670 -8.001 12.548
H 16.123 -2.079 11.106
H 9.091 -15.896 13.484
H 9.110 -9.988 17.853
H 14.505 -8.624 9.931
H 17.803 -3.320 9.778
H 8.207 -4.821 19.489
H 6.077 -4.334 11.987
H 18.633 -7.766 11.044
H 5.380 -5.982 13.308
H 17.803 -1.785 8.865
H 7.342 -12.385 6.321
H 11.256 -15.062 15.183
H 12.601 -12.451 16.945
H 11.411 -9.212 13.122
H 9.633 -10.840 16.396
H 8.304 -14.297 15.178
H 14.621 -1.808 10.565
H 11.134 -17.170 16.352
H 6.017 -13.500 6.644
H 17.393 -7.043 11.953
H 12.651 -5.264 10.348
H 11.336 -11.690 12.944
H 8.206 -10.785 14.366
H 15.570 -4.467 10.327
*
```

Calculated values
lowest unoccupied orbital energy = 0.423 eV
structure (SMILES) = COC[C@H](C)N.COC[C@H](C)N.COC[C@H](C)N.COC[C@H](C)N.COC[C@H](C)N.COC[C@H](C)N.COC[C@H](C)N.COC[C@H](C)N.CO
total energy = -2427.5162 Ha
gap between HOMO and LUMO = 9.598 eV
E_HOMO = -0.33718 Eh

# 2
Density functional theory data (ωB97M-V/def2-TZVPD) for the ion C3H6N2O2PS2 with charge -1.

ORCA input file:
```
! RIJCOSX wB97M-V def2-TZVPD def2/J DEFGRID3
* xyz -1 1
S 2.253 0.527 2.588
S -3.259 -0.046 -0.696
P -1.766 -1.267 -0.422
O 0.479 -1.619 1.429
O -0.538 -0.096 0.033
N 0.974 0.612 1.513
N -1.400 -1.673 -2.234
C -0.706 -1.615 -3.341
C 0.656 1.964 1.117
C 0.293 -0.491 1.010
H 1.577 2.563 0.668
H -0.141 1.870 0.309
H 1.608 0.020 3.596
H 0.496 2.361 2.112
H -0.919 -2.021 -4.282
H 0.394 -1.089 -3.398
*
```

Calculated values
lowest unoccupied orbital energy = 2.732 eV
structure (SMILES) = C=NP([S-])OC(=O)N(C)S
total energy = -1515.6607 Ha
gap between HOMO and LUMO = 6.364 eV
E_HOMO = -0.13348 Eh

# 3
Density functional theory data (ωB97M-V/def2-TZVPD) for a cluster of 2 separate species, CH6OSi2 in total.

ORCA input file:
```
! RIJCOSX wB97M-V def2-TZVPD def2/J DEFGRID3
* xyz 0 1
Si -1.598 -0.899 -0.116
Si 0.099 0.643 -0.278
O 2.154 -1.063 0.285
C 1.891 0.076 -0.031
H 0.082 1.809 -1.153
H 2.699 0.824 -0.109
H -1.395 -2.035 -1.028
H -2.863 -0.258 -0.515
H -1.744 -1.405 1.252
H 0.675 2.309 1.692
*
```

Calculated values
lowest unoccupied orbital energy (spin up / spin down) = -1.387 / -1.124 eV
total energy = -695.7342 Ha
gap between HOMO and LUMO (spin up / spin down) = 8.134 / 7.325 eV
E_HOMO (spin up / spin down) = -0.34986 / -0.31050 Eh

Computed maximum force, in the same sequence as the records: 1.7 6.1 2.5 eV/A.